No. 1
Here is C4H11AgNNbO2 as an isolated structure at a distorted geometry from OMol25. Energies are from ωB97M-V/def2-TZVPD.

Computed properties:
**Total charge**: 0
**Largest force on an atom**: 3.47 eV/Å
**DFT total energy**: -567.8507 Ha
**Spin multiplicity**: 1
**Highest occupied orbital energy**: -9.4 eV
**Kohn-Sham gap**: 6.7 eV

```
20
C4H11AgNNbO2 (ωB97M-V/def2-TZVPD)
C -1.9916 -0.4435 -0.4137
C -0.8361 -0.2598 -1.4246
O -1.1142 -0.1056 -2.5589
N 0.5408 -0.3196 -1.0130
Nb 1.2407 1.4565 -0.0759
C 0.7742 -1.5428 -0.2475
C 0.5756 -1.6919 1.2680
O 1.1034 -2.5031 -0.8433
H -2.8341 0.1657 -0.7660
H -2.3128 -1.4966 -0.5185
H -1.7032 -0.2630 0.6277
H 2.5809 1.6769 -1.2834
H 2.3952 0.5285 0.9895
H -0.0924 1.3905 1.2329
H 0.1715 2.5973 -1.1123
H 1.7692 2.9698 0.8116
H 0.1391 -0.8193 1.7701
H -0.1451 -2.5202 1.3997
H 1.5132 -2.0279 1.7304
Ag -1.7742 3.2080 0.4270
```

Mulliken atomic charge list, values in e, 4 entries:
1 C -0.932
2 C 0.692
3 O -0.523
4 N -0.497

=====

No. 2
Here is C4H11AsCsF6NO as an isolated structure from OMol25. Energies are from ωB97M-V/def2-TZVPD.

Computed properties:
**Energy above the lowest of the compared OMol25 structures with the same formula, charge and spin**: 11.1 kJ/mol
**Total charge**: 0
**Largest force on an atom**: 0.79 eV/Å
**DFT total energy**: -3144.2638 Ha
**Spin multiplicity**: 1
**Highest occupied orbital energy**: -9.3 eV
**Kohn-Sham gap**: 8.5 eV

```
25
C4H11AsCsF6NO (ωB97M-V/def2-TZVPD)
Cs -20.4561 19.4925 -16.9805
As -23.6138 21.7712 -14.4365
F -23.4602 23.2650 -15.2661
F -24.8699 22.3790 -13.4506
F -23.6721 20.2287 -13.6608
F -22.2719 21.1614 -15.4280
F -22.4018 22.2912 -13.3000
F -24.6888 21.2015 -15.6493
C -17.7957 23.8964 -15.8447
C -18.6392 22.6229 -15.8084
C -18.6657 21.9638 -14.4519
O -19.3380 20.7213 -14.6072
C -19.7086 20.1236 -13.3738
N -19.9962 22.8559 -16.2851
H -16.7971 23.7202 -15.4418
H -18.2616 24.7211 -15.3026
H -17.6753 24.2197 -16.8809
H -18.1841 21.9623 -16.5658
H -19.1816 22.6158 -13.7412
H -17.6483 21.7433 -14.1039
H -20.2262 19.1894 -13.6118
H -20.4352 20.7476 -12.8494
H -18.8374 19.8756 -12.7615
H -20.1388 23.7434 -16.7400
H -20.7965 22.6187 -15.7142
```

Mulliken atomic charge list, values in e, 4 entries:
1 Cs 1.044
2 As 1.928
3 F -0.476
4 F -0.475

=====

No. 3
Here is a 2-piece molecular cluster, C4H11B overall at a distorted geometry from OMol25. Energies are from ωB97M-V/def2-TZVPD.

Computed properties:
**Energy above the lowest of the compared OMol25 structures with the same formula, charge and spin**: 554.2 kJ/mol
**Total charge**: 0
**Largest force on an atom**: 4.11 eV/Å
**DFT total energy**: -183.6357 Ha
**Spin multiplicity**: 1
**Highest occupied orbital energy (spin up / spin down)**: -7.3 / -7.3 eV
**Kohn-Sham gap (spin up / spin down)**: 7.2 / 7.4 eV

```
16
C4H11B (ωB97M-V/def2-TZVPD)
B -2.6044 0.0598 -0.1930
C 0.3756 -1.2108 0.7802
C 0.8733 -0.0491 -1.3541
C 0.5898 1.2387 0.7231
C 0.2226 0.0220 -0.0481
H -3.1492 -0.2204 -1.2447
H -2.9861 0.1308 0.9794
H -0.1949 -2.1385 0.4539
H 0.0762 -0.9049 1.8489
H 1.3957 -1.6128 0.6532
H 0.5359 -0.8546 -2.0147
H 2.0161 -0.2533 -1.0946
H 1.0940 0.9031 -1.7870
H 0.9925 2.0490 0.2095
H -0.4313 1.4533 1.2668
H 1.3654 0.9544 1.4737
```

Mulliken atomic charge list, values in e, 4 entries:
1 B 0.150
2 C -1.390
3 C -1.508
4 C -1.374